Record 1
# C39H37BiN4PS2

A structure of composition C39H37BiN4PS2 (ωB97M-V/def2-TZVPD, OMol25).

Results
HOMO in eV: -14.9
ΔE to the lowest compared entry with this formula, charge and spin in kcal/mol: 2.0
Kohn-Sham gap in eV: 6.4
E_LUMO in eV: -8.58
Total energy in eV: -83782.0299
Molar mass in g mol⁻¹: 865.8

ORCA input file:
```
! RIJCOSX wB97M-V def2-TZVPD def2/J DEFGRID3
* xyz 3 1
Bi 0.635 0.656 0.523
C 4.842 0.265 -0.148
C 3.812 1.337 0.053
C 3.142 1.903 -1.034
C 2.239 2.952 -0.858
C 1.984 3.450 0.417
C 2.654 2.898 1.508
C 3.549 1.852 1.324
H 4.628 -0.349 -1.022
H 4.943 -0.382 0.726
H 5.823 0.718 -0.304
H 3.344 1.536 -2.034
H 1.741 3.358 -1.731
H 1.312 4.291 0.547
H 2.521 3.310 2.501
H 4.093 1.464 2.179
N 2.102 -0.988 1.909
C 1.430 -2.249 2.125
C 2.061 -3.353 2.628
C 1.367 -4.565 2.818
C 0.042 -4.650 2.506
C -0.640 -3.527 1.976
C -2.007 -3.577 1.628
C -2.620 -2.468 1.107
C -1.859 -1.310 0.927
N -0.578 -1.221 1.251
C 0.060 -2.315 1.778
H 3.018 -1.124 1.485
H 2.275 -0.506 2.789
H 3.110 -3.295 2.896
H 1.892 -5.419 3.223
H -0.508 -5.570 2.655
H -2.555 -4.499 1.774
H -3.663 -2.469 0.826
H -2.316 -0.426 0.501
S -3.558 4.743 0.345
C -4.832 5.827 -0.007
C -5.403 5.558 -1.211
C -4.812 4.446 -1.860
C -3.793 3.887 -1.135
C -2.979 2.729 -1.488
C -1.955 2.292 -0.632
N -1.189 1.237 -0.879
C -1.357 0.540 -2.029
C -2.354 0.891 -2.948
C -2.503 0.112 -4.148
C -1.697 -0.941 -4.396
C -0.657 -1.312 -3.473
C 0.210 -2.392 -3.692
C 1.206 -2.704 -2.779
C 1.299 -1.873 -1.642
N 0.489 -0.855 -1.414
C -0.487 -0.566 -2.302
C 2.132 -3.816 -2.954
C 3.094 -4.263 -2.079
C 3.814 -5.371 -2.577
C 3.389 -5.747 -3.818
S 2.122 -4.765 -4.387
C -3.164 1.996 -2.653
H -5.081 6.610 0.691
H -6.220 6.132 -1.622
H -5.141 4.091 -2.826
H -1.751 2.824 0.291
H -3.276 0.392 -4.851
H -1.814 -1.522 -5.302
H 0.085 -2.980 -4.593
H 2.069 -2.057 -0.902
H 3.291 -3.833 -1.106
H 4.611 -5.868 -2.045
H 3.758 -6.552 -4.434
H -3.940 2.271 -3.355
C -2.637 1.308 2.919
P -0.874 1.703 2.781
C -0.095 0.946 4.233
C -0.773 3.491 3.038
H -3.039 1.775 3.821
H -2.784 0.232 3.000
H -3.198 1.688 2.064
H -0.577 1.288 5.151
H 0.959 1.225 4.288
H -0.180 -0.141 4.182
H -1.094 3.735 4.052
H -1.430 4.011 2.338
H 0.243 3.851 2.897
*
```

Record 2
# C19H19N5O3

The molecule C19H19N5O3 (ωB97M-V/def2-TZVPD, OMol25).

Results
HOMO in eV: -8.4
ΔE to the lowest compared entry with this formula, charge and spin in kcal/mol: 99.1
Kohn-Sham gap in eV: 8.9
E_LUMO in eV: 0.55
Total energy in eV: -33602.1041
SMILES: COc1cccc(C2=C[C@@H](c3cccc(OC)c3OC)n3nnnc3N2)c1
Molar mass in g mol⁻¹: 365.4

ORCA input file:
```
! RIJCOSX wB97M-V def2-TZVPD def2/J DEFGRID3
* xyz 0 1
C -0.841 3.250 -4.132
H -1.388 3.908 -4.804
O 0.457 3.153 -4.668
C 1.377 2.393 -4.020
C 2.648 2.350 -4.600
C 3.650 1.605 -4.017
C 3.410 0.887 -2.857
C 2.151 0.922 -2.270
C 1.135 1.676 -2.856
H 0.160 1.675 -2.395
C 1.876 0.169 -1.037
C 1.130 0.649 -0.033
C 0.805 -0.118 1.218
N 1.631 -1.302 1.240
C 2.372 -1.775 0.210
N 2.931 -2.909 0.581
N 2.520 -3.110 1.831
N 1.759 -2.187 2.238
N 2.461 -1.093 -0.953
H 3.036 -1.452 -1.696
C -0.652 -0.546 1.271
C -1.286 -1.026 0.133
C -2.586 -1.480 0.209
C -3.265 -1.460 1.416
C -2.650 -0.981 2.565
C -1.320 -0.520 2.492
O -0.681 0.007 3.586
C -0.398 -0.914 4.630
H 0.275 -1.700 4.270
H 0.096 -0.332 5.406
H -1.312 -1.357 5.029
O -3.244 -0.914 3.788
C -4.581 -1.332 3.914
H -4.840 -1.171 4.959
H -5.249 -0.740 3.281
H -4.695 -2.394 3.673
H -4.281 -1.820 1.451
H -3.081 -1.858 -0.672
H -0.752 -1.047 -0.806
H 1.017 0.476 2.118
H 0.708 1.637 -0.095
H 4.213 0.329 -2.397
H 4.630 1.582 -4.469
H 2.817 2.911 -5.505
H -1.337 2.274 -4.100
H -0.830 3.686 -3.128
*
```

Record 3
# C4H5NO

The molecule C4H5NO (ωB97M-V/def2-TZVPD, OMol25).

Results
HOMO in eV: -8.1
ΔE to the lowest compared entry with this formula, charge and spin in kcal/mol: 43.1
Kohn-Sham gap in eV: 8.9
E_LUMO in eV: 0.71
Total energy in eV: -7764.6563
SMILES: Oc1ccc[nH]1
Molar mass in g mol⁻¹: 83.1

ORCA input file:
```
! RIJCOSX wB97M-V def2-TZVPD def2/J DEFGRID3
* xyz 0 1
O -1.066 -0.060 1.893
C 0.011 0.261 1.042
C -0.508 0.965 -0.020
C -0.031 0.443 -1.210
C 0.877 -0.539 -0.857
N 0.884 -0.703 0.499
H -1.674 -0.465 1.243
H -1.275 1.712 0.115
H -0.323 0.763 -2.196
H 1.537 -1.093 -1.499
H 1.560 -1.278 0.991
*
```

Record 4
# C3H3NO2

The molecule C3H3NO2 (ωB97M-V/def2-TZVPD, OMol25).

Results
HOMO (alpha / beta) in eV: -8.8 / -8.8
ΔE to the lowest compared entry with this formula, charge and spin in kcal/mol: 96.7
Kohn-Sham gap (alpha / beta) in eV: 8.2 / 8.2
E_LUMO (alpha / beta) in eV: -0.56 / -0.55
Total energy in eV: -8740.9357
Molar mass in g mol⁻¹: 85.1

ORCA input file:
```
! RIJCOSX wB97M-V def2-TZVPD def2/J DEFGRID3
* xyz 0 1
O -0.676 1.516 0.510
C -0.226 0.311 0.077
C -0.937 -0.851 0.085
O -0.251 -1.900 -0.247
C 1.125 0.026 -0.263
N 1.412 -1.143 -0.696
H -0.375 2.188 -0.111
H 1.871 0.738 0.095
H -2.011 -0.844 0.317
*
```